Density functional theory data (wB97M-V/def2-TZVPD) for a structure of composition C27H27N5O5W.

Summary:
- ΔE to the lowest compared entry with this formula, charge and spin (kcal per mole) = 0.0
- charge = +2
- total energy (hartree) = -1761.64494

XYZ file:
```
65
C27H27N5O5W, DFT wB97M-V/def2-TZVPD
W 0.62974 -0.84648 0.76278
C 3.89386 -1.14639 -0.21847
O 2.53340 -0.67755 -0.48454
C 2.33939 0.00391 -1.67486
C 3.15871 -0.12910 -2.78269
C 2.88961 0.66225 -3.88699
C 1.83188 1.57035 -3.87218
C 1.01864 1.68236 -2.76111
C 1.27059 0.87239 -1.65932
N 0.49528 0.87595 -0.45149
N -0.30874 1.89135 -0.38449
C -1.01382 2.21403 0.68404
C -0.74942 1.60683 1.94423
O 0.03983 0.56292 1.98821
C -1.24735 2.13898 3.13718
C -2.06564 3.23634 3.05473
C -2.42342 3.86092 1.82571
C -3.27594 4.97936 1.81991
C -3.60212 5.58615 0.63161
C -3.08371 5.08460 -0.56841
C -2.24773 3.98662 -0.58700
C -1.90413 3.36436 0.61255
H 4.04941 -2.07196 -0.76714
H 3.98291 -1.29729 0.84669
H 4.57690 -0.36596 -0.54185
H 3.98674 -0.82248 -2.78999
H 3.51472 0.57394 -4.76482
H 1.64108 2.19057 -4.73677
H 0.19642 2.38121 -2.74468
H -0.97949 1.68677 4.08113
H -2.46802 3.65217 3.97182
H -3.66487 5.35462 2.75782
H -4.25507 6.44747 0.61887
H -3.34127 5.57007 -1.50049
H -1.86068 3.61571 -1.52564
N -1.60057 -0.99949 0.61938
C -2.02686 -2.34858 1.07395
C -1.25722 -2.58941 2.33858
O -1.67011 -3.08947 3.34306
N 0.07220 -2.11915 2.20490
C 0.82597 -2.13092 3.45230
C 2.01622 -1.24734 3.27419
O 2.79803 -0.84120 4.04521
O 2.12329 -0.93362 1.88133
H -2.05721 -0.29753 1.19783
H -1.90866 -0.85302 -0.33740
H -1.72177 -3.06479 0.30831
H -3.09861 -2.41272 1.24020
H 1.17425 -3.13929 3.69510
H 0.22681 -1.78719 4.29631
C 1.76467 -3.85229 0.26726
C 0.89050 -3.29344 -0.80936
C 0.46860 -3.94491 -1.91223
C -0.42327 -3.09457 -2.63605
C -0.53721 -1.91444 -1.98697
C -1.28944 -0.73391 -2.53327
N 0.27529 -1.98604 -0.80966
H 2.42579 -4.59258 -0.18123
H 1.19150 -4.34790 1.05259
H 2.41390 -3.12681 0.75737
H 0.75599 -4.95039 -2.17861
H -0.90453 -3.32519 -3.57454
H -0.73384 -0.26263 -3.34246
H -1.51697 0.06489 -1.82918
H -2.23443 -1.08103 -2.95124
```

Atom charges from the Löwdin analysis, given in e for atoms 1 to 4: 2.013, 0.027, -0.244, -0.220